DFT (ωB97M-V with the def2-TZVPD basis set) results for 7 unconnected molecules or ions with the total composition C15H44O13.

Output
Structure (SMILES) ... CC(C)O.OCCO.OCCO.OCCO.OCCO.OCCO.OCCO
Frontier orbital gap ... 9.25 eV
Energy above the lowest of the compared OMol25 structures with the same formula, charge and spin ... 832.8 kJ/mol
Max |F| ... 0.188 hartree/bohr

ORCA input file:
```
! wB97M-V def2-TZVPD RIJCOSX def2/J DEFGRID3
* xyz 0 1
C 2.437 3.759 2.452
C 2.927 4.474 1.173
O 4.160 4.097 0.834
O 1.065 3.858 2.696
H 3.241 3.711 3.245
H 2.802 2.654 2.068
H 2.979 5.600 1.227
H 2.300 4.287 0.423
H 4.022 3.556 0.022
H 0.820 4.711 2.447
C 0.080 1.060 -0.094
C -1.493 1.007 0.288
O -1.984 -0.302 0.157
O 0.603 2.333 0.093
H 0.341 0.645 -1.047
H 0.509 0.318 0.645
H -1.900 1.619 -0.603
H -1.698 1.364 1.325
H -1.571 -0.553 -0.609
H 0.672 2.454 1.084
C 1.455 -2.815 -0.528
C 2.148 -4.090 -0.118
O 1.264 -5.136 -0.050
O 2.405 -1.812 -0.618
H 0.460 -2.595 -0.027
H 1.063 -3.139 -1.340
H 2.642 -3.758 0.894
H 2.831 -4.288 -0.797
H 0.930 -4.912 0.723
H 2.823 -1.728 0.347
C -0.789 -0.930 -3.734
C 0.593 -1.456 -4.080
O 1.114 -0.615 -5.203
O -1.367 -1.734 -2.682
H -1.336 -0.818 -4.743
H -0.682 0.097 -3.381
H 0.637 -2.505 -4.116
H 1.110 -0.949 -3.182
H 0.621 -0.851 -5.995
H -1.398 -2.544 -3.008
C 3.447 1.217 -2.168
C 2.791 2.060 -3.432
O 3.072 1.334 -4.535
O 3.296 2.170 -1.101
H 4.565 1.151 -2.423
H 3.065 0.260 -2.024
H 3.247 3.077 -3.477
H 1.859 1.980 -3.441
H 2.356 0.635 -4.581
H 2.512 2.324 -0.709
C -5.623 0.436 0.572
C -7.053 0.085 0.754
O -7.704 1.303 1.136
O -4.864 -0.801 0.240
H -5.354 0.871 1.597
H -5.466 1.080 -0.245
H -7.146 -0.580 1.586
H -7.558 -0.368 0.061
H -8.514 1.149 1.482
H -3.858 -0.547 0.277
C -0.500 -0.759 3.097
C -0.183 -1.752 4.101
C -0.805 -3.158 3.682
O 1.209 -1.915 4.073
H -0.144 -1.128 2.324
H -0.079 0.361 3.250
H -1.623 -0.652 2.883
H -0.621 -1.403 5.114
H -0.300 -3.396 2.650
H -2.000 -3.204 3.712
H -0.343 -3.838 4.256
H 1.451 -2.054 5.082
*
```

Atomic partial charges in e from the Löwdin method, atoms 1 to 5:
1 C -0.24
2 C -0.35
3 O -0.04
4 O -0.03
5 H 0.13

---

DFT (ωB97M-V with the def2-TZVPD basis set) results for 7 unconnected molecules or ions with the total composition C15H44O7.

Output
<S²> ... 0.75
Frontier orbital gap (spin up / spin down) ... 1.75 / 9.66 eV
Max |F| ... 0.067 hartree/bohr

ORCA input file:
```
! wB97M-V def2-TZVPD RIJCOSX def2/J DEFGRID3
* xyz -1 2
C 11.714 -36.123 0.019
O 12.288 -35.465 1.173
H 12.418 -36.841 -0.400
H 10.776 -36.654 0.183
H 11.661 -35.380 -0.777
H 12.462 -36.078 1.892
C 16.836 -33.002 2.812
O 16.850 -32.897 1.383
H 15.852 -32.597 3.045
H 16.937 -34.017 3.195
H 17.621 -32.443 3.321
H 15.955 -32.998 1.050
C 16.866 -28.528 -3.185
O 16.902 -27.531 -4.232
H 17.762 -28.682 -2.583
H 15.996 -28.311 -2.565
H 16.655 -29.499 -3.632
H 17.776 -27.553 -4.629
C 15.413 -34.003 -5.221
C 15.163 -34.779 -6.508
C 16.366 -34.660 -7.442
O 14.801 -36.124 -6.209
H 16.401 -34.358 -4.928
H 14.837 -34.270 -4.336
H 15.368 -32.928 -5.397
H 14.241 -34.441 -6.981
H 16.269 -35.250 -8.353
H 17.266 -35.132 -7.048
H 16.641 -33.622 -7.625
H 14.051 -35.997 -5.623
C 9.891 -33.580 3.944
C 10.950 -33.067 4.861
C 12.344 -32.928 4.172
O 10.712 -31.659 5.134
H 9.801 -33.069 2.986
H 8.921 -33.455 4.426
H 10.099 -34.617 3.678
H 10.980 -33.660 5.774
H 12.572 -33.920 3.782
H 13.138 -32.537 4.809
H 12.359 -32.174 3.385
H 10.853 -31.484 6.067
C 9.422 -32.887 -1.000
C 8.272 -31.867 -0.689
C 7.067 -32.361 -0.051
O 8.647 -30.664 0.052
H 10.030 -33.024 -0.106
H 10.136 -32.598 -1.772
H 9.107 -33.892 -1.283
H 7.933 -31.573 -1.683
H 6.443 -32.978 -0.697
H 6.452 -31.584 0.402
H 7.187 -33.024 0.806
H 9.267 -30.905 0.745
C 13.359 -31.551 -0.003
C 14.059 -32.709 -0.784
C 15.365 -32.182 -1.465
O 14.625 -33.677 0.095
H 12.888 -30.737 -0.553
H 14.151 -31.166 0.639
H 12.559 -31.984 0.597
H 13.443 -33.222 -1.524
H 15.050 -31.471 -2.229
H 15.899 -32.906 -2.081
H 15.951 -31.547 -0.800
H 13.895 -34.172 0.475
*
```

Atomic partial charges in e from the natural (NBO) method, atoms 1 to 5:
1 C -0.60
2 O -0.87
3 H 0.16
4 H 0.16
5 H 0.16